# 1
Density functional theory data (ωB97M-V/def2-TZVPD) for one molecule with the formula C3H5NOS2 in a non-equilibrium geometry.

## Properties
Spin multiplicity: 1
Gap between HOMO and LUMO (eV): 8.16
E_HOMO (eV): -8.641
SMILES: CS/C(C=O)=N/S
Energy above the lowest of the compared OMol25 structures with the same formula, charge and spin (kJ/mol): 159.9

XYZ file:
```
12
C3H5NOS2 (ωB97M-V/def2-TZVPD)
C -1.727 1.485 -0.294
C 0.283 -0.376 0.314
C 0.952 -1.404 1.214
H -1.048 2.381 -0.469
H -2.665 1.865 0.050
H -1.797 0.995 -1.266
H 0.330 -1.688 2.055
H 2.395 -1.411 -1.076
N 0.550 0.041 -0.831
O 2.034 -1.877 1.035
S -1.213 0.364 1.036
S 1.906 -0.376 -1.768
```

# 2
Density functional theory data (ωB97M-V/def2-TZVPD) for C15H29N3O4S as an isolated structure in a non-equilibrium geometry.

## Properties
Spin multiplicity: 1
Gap between HOMO and LUMO (eV): 9.54
E_HOMO (eV): -9.035
Energy above the lowest of the compared OMol25 structures with the same formula, charge and spin (kJ/mol): 1918.1

XYZ file:
```
52
C15H29N3O4S (ωB97M-V/def2-TZVPD)
C -1.212 -1.136 -2.478
H -1.264 -0.963 -1.478
H -0.203 -0.777 -2.948
H -1.270 -2.108 -2.801
C -2.023 -0.077 -3.123
H -2.076 -0.347 -4.149
O -2.012 1.045 -2.571
C -2.729 2.012 -3.473
C -2.428 3.398 -2.971
C -2.940 3.704 -1.458
N -2.209 2.588 -0.713
C -1.196 3.092 0.259
O -1.134 4.512 0.780
C -0.491 2.013 0.829
C 0.637 1.651 -0.262
C 1.306 0.346 0.384
N 0.437 -0.530 0.823
S 1.117 -2.164 0.898
O 1.861 -2.333 -0.565
O 0.011 -3.144 1.164
N 2.289 -1.991 2.107
C 3.536 -2.123 1.852
H 3.970 -1.117 2.179
C 4.160 -3.332 2.441
H 5.065 -3.711 1.383
H 4.838 -2.895 3.171
C 3.115 -3.940 2.925
H 3.302 -4.792 3.474
H 2.695 -4.733 2.070
C 1.962 -2.999 3.192
H 2.246 -2.617 4.009
H 1.136 -3.359 3.082
H 3.657 -1.882 0.675
C -0.284 -0.182 1.923
C -1.228 0.909 1.485
H -2.021 0.405 0.497
H -1.730 1.284 2.175
H 0.091 -0.065 2.786
H -0.920 -1.184 2.103
H 1.987 0.529 1.099
H 1.809 0.061 -0.442
H -0.157 1.067 -0.972
H 1.229 2.373 -0.407
H 0.178 2.546 1.848
H -1.981 1.742 -1.002
H -4.078 3.613 -1.379
H -2.778 4.782 -1.100
H -1.543 3.765 -2.971
H -3.017 4.115 -3.697
H -3.853 1.581 -3.134
H -2.701 1.940 -4.572
H -3.155 -0.570 -2.947
```

# 3
Density functional theory data (ωB97M-V/def2-TZVPD) for one molecule with the formula C5H11N in a non-equilibrium geometry.

## Properties
Spin multiplicity: 1
Gap between HOMO and LUMO (eV): 10.29
E_HOMO (eV): -9.141
SMILES: C=CCCCN
Energy above the lowest of the compared OMol25 structures with the same formula, charge and spin (kJ/mol): 146.9

XYZ file:
```
17
C5H11N (ωB97M-V/def2-TZVPD)
C 1.757 0.240 0.977
C 0.894 0.404 -0.306
C -0.543 -0.098 -0.102
C -2.888 0.190 -1.000
C -1.633 0.576 -0.811
N 2.238 -1.113 1.158
H 2.525 1.006 0.816
H 1.251 0.586 1.888
H 1.179 -0.332 -1.086
H 1.024 1.404 -0.698
H -0.558 -1.162 -0.344
H -0.760 -0.107 1.007
H -3.504 0.790 -1.680
H -3.464 -0.544 -0.452
H -1.410 1.455 -1.409
H 2.312 -1.661 0.311
H 1.581 -1.634 1.730
```

# 4
Density functional theory data (ωB97M-V/def2-TZVPD) for a 2-piece molecular cluster, C4H11NO overall in a non-equilibrium geometry.

## Properties
Spin multiplicity: 2
Gap between HOMO and LUMO (alpha / beta) (eV): 10.99 / 4.54
<S²>: 0.757
E_HOMO (alpha / beta) (eV): -14.365 / -13.796
Energy above the lowest of the compared OMol25 structures with the same formula, charge and spin (kJ/mol): 278.9
Net charge: +1

XYZ file:
```
17
C4H11NO (ωB97M-V/def2-TZVPD)
C -1.305 0.634 0.541
C 0.098 0.899 1.073
C 1.167 0.748 0.081
C 2.258 1.551 -0.061
N -1.460 -0.745 0.124
H -1.527 1.383 -0.233
H -2.027 0.839 1.339
H 0.218 0.130 1.880
H 0.131 1.798 1.683
H 1.008 -0.212 -0.427
H 2.094 2.474 0.485
H 3.151 1.251 -0.586
H -0.879 -1.327 0.719
H -2.417 -1.076 0.201
H -0.468 -3.156 -2.905
H 0.141 -2.142 -1.896
O -0.182 -3.049 -2.018
```

# 5
Density functional theory data (ωB97M-V/def2-TZVPD) for C14H16CaN2O5 as an isolated structure in a non-equilibrium geometry.

## Properties
Spin multiplicity: 1
Gap between HOMO and LUMO (eV): 5.56
E_HOMO (eV): -14.329
Net charge: +2

XYZ file:
```
38
C14H16CaN2O5 (ωB97M-V/def2-TZVPD)
Ca -0.010 -0.135 -3.802
C -0.009 1.798 -4.899
O 0.007 2.889 -5.261
C -0.014 -0.863 -6.279
O -0.018 -1.127 -7.410
C -2.211 -0.248 -4.242
O -3.321 -0.169 -4.275
C 2.198 -0.291 -4.289
O 3.288 -0.192 -4.265
H -0.019 -1.988 -3.230
H -0.021 -2.229 -4.072
C -2.261 -1.939 3.497
C -0.910 -1.378 3.819
N -0.383 -0.359 2.773
C -0.362 1.048 3.227
C 0.748 1.288 4.230
C -0.148 -0.870 1.522
O -0.357 -2.068 1.241
C 0.427 0.041 0.402
C 1.346 1.054 0.595
C 1.827 1.764 -0.494
C 1.431 1.400 -1.782
N 0.595 0.390 -1.906
C 0.116 -0.321 -0.915
H -2.969 -1.135 3.420
H -2.556 -2.579 4.300
H -2.247 -2.495 2.584
H -0.940 -0.838 4.754
H -0.142 -2.147 3.912
H -0.249 1.666 2.336
H -1.338 1.265 3.654
H 1.709 1.033 3.813
H 0.744 2.328 4.477
H 0.596 0.710 5.124
H 1.682 1.319 1.606
H 2.525 2.596 -0.354
H 1.818 1.963 -2.660
H -0.574 -1.180 -1.151
```

# 6
Density functional theory data (ωB97M-V/def2-TZVPD) for C43H48F10MoN6P2 as an isolated structure in a non-equilibrium geometry.

## Properties
Spin multiplicity: 1
Gap between HOMO and LUMO (eV): 6.64
E_HOMO (eV): -13.393
Net charge: +2

XYZ file:
```
110
C43H48F10MoN6P2 (ωB97M-V/def2-TZVPD)
Mo 0.305 -1.047 -0.159
C 0.958 -4.319 -1.554
N 0.922 -3.546 -0.307
C -0.114 -4.072 0.573
C -1.448 -3.311 0.296
N -1.244 -2.235 -0.690
C -1.881 -2.451 -1.931
C -3.242 -2.769 -1.988
F -3.972 -2.761 -0.866
C -3.901 -3.051 -3.170
F -5.195 -3.326 -3.151
C -3.222 -2.990 -4.376
F -3.851 -3.221 -5.512
C -1.875 -2.675 -4.367
F -1.188 -2.627 -5.499
C -1.231 -2.432 -3.167
F 0.091 -2.215 -3.233
C 2.261 -3.418 0.237
C 3.039 -2.392 -0.559
N 2.144 -1.297 -0.964
C 2.552 -0.629 -2.130
C 3.856 -0.546 -2.637
F 4.900 -1.011 -1.945
C 4.133 0.061 -3.853
F 5.381 0.107 -4.280
C 3.126 0.642 -4.612
F 3.399 1.230 -5.760
C 1.834 0.617 -4.118
F 0.832 1.198 -4.769
C 1.602 -0.002 -2.913
F 0.330 0.020 -2.408
H 1.269 -5.343 -1.327
H 1.658 -3.885 -2.262
H -0.027 -4.360 -2.009
H 0.169 -3.915 1.608
H -0.247 -5.145 0.419
H -1.794 -2.889 1.242
H -2.216 -3.998 -0.051
H 2.808 -4.368 0.244
H 2.168 -3.057 1.242
H 3.471 -2.839 -1.456
H 3.868 -2.032 0.054
C 1.730 2.549 -1.365
P 1.291 1.519 0.080
C -0.107 2.572 0.674
N 0.181 3.715 1.233
C -0.828 4.456 1.747
C -0.554 5.700 2.359
C -1.575 6.398 2.933
C -2.901 5.893 2.925
C -3.195 4.702 2.330
C -2.158 3.965 1.715
N -2.437 2.806 1.073
C -1.454 2.143 0.528
P -1.856 0.641 -0.453
C -3.295 -0.096 0.375
C -2.601 1.437 -2.028
C -3.855 2.222 -1.623
C -3.017 0.367 -3.033
C -1.598 2.392 -2.670
C 2.799 1.700 1.208
C 3.061 3.134 1.674
C 2.662 0.792 2.427
C 4.006 1.228 0.385
H 1.839 3.562 -0.974
H 0.925 2.544 -2.093
H 2.657 2.239 -1.841
H 0.463 6.069 2.363
H -1.378 7.350 3.407
H -3.686 6.471 3.393
H -4.203 4.310 2.300
H -3.776 0.683 0.965
H -3.002 -0.932 1.004
H -3.993 -0.472 -0.370
H -4.657 1.570 -1.279
H -4.209 2.727 -2.525
H -3.676 2.979 -0.868
H -3.701 -0.363 -2.599
H -2.159 -0.148 -3.467
H -3.555 0.861 -3.845
H -1.305 3.195 -1.990
H -2.078 2.861 -3.531
H -0.714 1.878 -3.038
H 2.281 3.509 2.327
H 3.183 3.830 0.845
H 4.000 3.116 2.232
H 1.918 1.163 3.135
H 3.622 0.764 2.948
H 2.412 -0.228 2.147
H 4.232 1.893 -0.447
H 3.877 0.214 0.010
H 4.879 1.225 1.040
C -1.353 0.376 2.866
C -0.592 -0.653 3.620
C -0.801 -0.712 4.986
C -0.094 -1.600 5.766
C 0.863 -2.388 5.160
C 1.136 -2.369 3.794
C 2.303 -3.264 3.438
C 0.346 -1.500 2.970
N 0.380 -1.378 1.555
H -1.758 1.130 3.538
H -2.187 -0.059 2.316
H -0.691 0.868 2.166
H -1.526 -0.043 5.430
H -0.261 -1.662 6.833
H 1.446 -3.054 5.779
H 2.658 -3.738 4.348
H 3.146 -2.695 3.041
H 2.063 -4.071 2.753
```